1.
Below is a structure of composition C22H49IrN2P3SSe in a non-equilibrium geometry, with properties calculated with ωB97M-V/def2-TZVPD.

```
79
Properties=species:S:1:pos:R:3:forces:R:3
Ir -0.37773 0.11444 0.24647 -1.86 1.21 -1.26
P -0.10337 2.14384 1.25046 0.33 0.72 1.12
P -2.64952 0.70762 -0.21326 -1.34 -0.35 -0.47
P 1.81847 -0.06715 -0.07513 0.56 -0.74 -0.41
H -1.93052 -3.21767 -6.54358 0.05 -0.42 0.48
C -1.16866 -3.87754 -6.09647 -0.59 0.37 0.85
C -1.06592 -4.02394 -4.74472 0.26 -0.42 -0.87
H -1.74374 -3.67245 -3.92263 0.34 0.20 -1.43
C 0.09443 3.61857 0.19028 -0.13 0.13 0.07
C -1.51856 2.48620 2.35664 0.42 0.56 0.36
C 1.37155 2.20849 2.33118 -0.31 0.46 0.35
C -3.19761 -0.31393 -1.61739 -0.27 0.04 0.08
C -3.91579 0.34655 1.09212 0.18 -0.08 -0.11
C -3.17365 2.38778 -0.75665 0.23 -0.06 0.02
C 2.05428 -1.29386 -1.36947 0.67 0.03 0.02
C 2.99481 -0.56575 1.22288 0.24 0.03 -0.10
C 2.51534 1.41590 -0.83202 0.52 -0.10 0.01
H -0.58565 -4.36268 -6.91304 0.04 0.20 1.32
H -0.26201 -4.62415 -4.31121 -0.16 -0.11 -0.38
H 0.27232 4.49326 0.83043 -0.05 -0.11 -0.21
H -0.80967 3.78846 -0.40798 0.19 0.03 0.25
H 0.94731 3.49209 -0.48848 -0.23 0.10 0.30
H -1.17140 3.19814 3.11981 -0.37 -0.10 -0.08
H -1.87075 1.56240 2.83913 0.19 0.32 -0.17
H -2.35119 2.93894 1.80261 0.29 -0.14 0.30
H 1.22302 3.05100 3.02540 0.33 -0.23 -0.12
H 2.28925 2.37734 1.75233 -0.34 -0.03 0.32
H 1.46370 1.27477 2.90591 0.01 0.42 -0.31
H -4.28548 -0.23177 -1.74478 0.23 -0.05 -0.07
H -2.92877 -1.35437 -1.40607 -0.08 0.15 -0.18
H -2.69626 0.02676 -2.53257 -0.13 -0.17 0.20
H -4.92153 0.43589 0.64057 0.49 0.00 0.19
H -3.83392 1.05460 1.93286 -0.08 -0.35 -0.37
H -3.78873 -0.68309 1.46482 -0.08 0.41 -0.11
H -4.26703 2.40453 -0.87133 0.31 -0.09 0.00
H -2.71330 2.60400 -1.72778 -0.18 0.02 0.17
H -2.89515 3.17248 -0.04681 -0.13 -0.16 -0.23
H 3.14872 -1.33349 -1.46717 -0.25 -0.54 -0.54
H 1.58002 -0.93484 -2.29361 0.21 -0.24 0.23
H 1.61667 -2.25557 -1.06257 0.31 0.29 -0.22
H 3.76266 -1.11900 0.65848 0.02 0.16 0.50
H 2.54674 -1.22660 1.98627 0.38 0.45 -0.58
H 3.45466 0.30844 1.70981 -0.14 -0.35 -0.20
H 3.51705 1.09949 -1.13825 0.06 0.42 -0.18
H 2.59406 2.26004 -0.14174 0.11 -0.25 -0.29
H 1.92485 1.70272 -1.70938 0.28 -0.12 0.14
C 0.04821 1.65294 -4.61738 -0.37 0.25 0.75
C -0.21828 0.29790 -4.35050 -0.18 -1.58 0.36
C -0.05195 -0.69492 -5.32487 -0.30 0.35 1.06
C 0.40007 -0.33778 -6.60594 0.06 0.11 0.03
C 0.67664 1.00283 -6.89118 0.00 1.21 0.67
C 0.51778 1.98678 -5.89788 0.04 -0.14 -1.23
Se -0.38350 3.01466 -3.31904 0.87 -1.12 -1.11
H -0.12042 2.19571 -2.08036 -0.41 -0.11 -0.64
H -0.58931 0.05389 -3.34655 0.16 -0.21 -0.44
H -0.28823 -1.75688 -5.13672 0.12 0.74 0.12
H 0.54958 -1.09799 -7.37872 -0.12 0.24 0.31
H 1.00871 1.26802 -7.89192 0.02 0.15 0.27
H 0.72725 3.02742 -6.06976 0.16 0.18 -0.50
C -0.01054 -3.66970 4.90961 -0.52 0.13 -0.02
C 1.24399 -3.40753 4.12833 1.32 -0.25 0.06
N 1.15098 -2.46039 2.98658 -2.33 0.48 -1.04
C 0.26788 -1.41488 3.08412 1.34 -0.07 1.27
S -0.96759 -1.20146 1.87250 -0.27 -1.05 0.95
N 0.34962 -0.58306 4.12037 -0.44 -0.43 -1.51
C 1.46864 -0.50090 5.06287 0.50 -0.20 0.33
C 1.50656 0.84840 5.75506 -0.02 0.10 0.29
H -0.26943 -2.83899 5.56605 0.00 -0.08 0.10
H 0.09292 -4.57341 5.50243 0.23 0.04 0.19
H -0.86073 -3.85526 4.26835 -0.29 -0.03 -0.34
H 2.00170 -2.96508 4.77159 0.21 -0.57 0.14
H 1.63803 -4.32549 3.67784 0.02 0.22 0.28
H 1.03257 -2.90894 2.06184 0.09 0.05 0.91
H -0.29695 0.19865 4.03475 0.12 -0.19 0.60
H 1.40469 -1.31119 5.80937 -0.21 0.39 -0.25
H 2.40667 -0.68899 4.51049 -0.37 0.11 0.00
H 0.63590 0.99237 6.40952 0.19 -0.05 -0.20
H 2.39380 0.83724 6.39921 -0.20 0.26 -0.15
H 1.57080 1.69918 5.05555 0.08 -0.41 0.32
```
Positions in Å, forces in eV/Å.

Gap between HOMO and LUMO (spin up / spin down) ... 0.2397 / 0.1559 hartree
Energy relative to the best compared isomer or geometry (same formula, charge and spin) ... 0.0 kcal per mole
Multiplicity ... 5
HOMO level (spin up / spin down) ... -14.5 / -16.2 eV
Total charge ... +3
E ... -133448.8246 eV
Largest force on an atom ... 2.59 eV/A
<S²> ... 6.03

Quick look at the Mulliken charges, all values in e:
1 Ir 1.204
2 P 0.224
3 P 0.721
4 P 0.538
5 H 0.291
6 C -0.550
7 C -0.481
8 H 0.260
9 C -1.245
10 C -1.438
11 C -1.054
12 C -1.376
13 C -1.308
14 C -1.119
15 C -1.284
16 C -1.028
17 C -1.064
18 H 0.268
19 H 0.253
20 H 0.541
21 H 0.263
22 H 0.409
23 H 0.569
24 H 0.253
25 H 0.460
26 H 0.664
27 H 0.390
28 H -0.261
29 H 0.530
30 H 0.372
31 H 0.298
32 H 0.508
33 H 0.360
34 H 0.407
35 H 0.551
36 H 0.154
37 H 0.307
38 H 0.576
39 H 0.221
40 H 0.367
41 H 0.563
42 H 0.067
43 H 0.427
44 H 0.537
45 H 0.377
46 H 0.153
47 C 0.181
48 C 0.178
49 C -0.218
50 C -0.338
51 C -0.705
52 C -0.458
53 Se 0.331
54 H -0.137
55 H 0.375
56 H 0.130
57 H 0.466
58 H 0.420
59 H 0.457
60 C -1.083
61 C -0.676
62 N -0.183
63 C 0.060
64 S -0.341
65 N 0.124
66 C -0.551
67 C -1.280
68 H 0.265
69 H 0.426
70 H 0.312
71 H 0.321
72 H 0.509
73 H 0.379
74 H 0.215
75 H 0.511
76 H 0.373
77 H 0.392
78 H 0.416
79 H 0.252



2.
Below is a structure of composition C11H28CoO5 in a non-equilibrium geometry, with properties calculated with ωB97M-V/def2-TZVPD.

```
45
Properties=species:S:1:pos:R:3:forces:R:3
Co -0.71391 -0.06084 0.83647 -1.24 0.57 1.30
C -0.91396 0.86327 -3.22301 0.06 0.22 0.17
C -0.45021 -0.41427 -2.51087 0.01 -0.35 0.30
O -0.55402 -0.43771 -1.15914 0.19 0.14 -0.17
H -0.72367 0.77087 -4.30136 -0.08 0.07 0.02
H -0.38746 1.74077 -2.83818 0.17 -0.07 -0.04
H -1.96863 1.06748 -3.04561 -0.16 -0.19 -0.05
H 0.60840 -0.58340 -2.85141 -0.07 -0.02 -0.09
H -1.03671 -1.25421 -2.95841 0.13 0.06 -0.12
C -3.58901 1.59061 -0.69026 -0.54 0.59 -0.52
C -3.74132 0.31357 0.13351 0.05 -0.51 0.17
O -2.79446 0.16764 1.08317 0.65 -0.10 0.04
H -4.07066 1.49688 -1.68134 0.09 0.00 0.10
H -2.53976 1.83010 -0.83778 0.17 -0.24 -0.07
H -4.03737 2.47717 -0.21829 0.03 -0.18 0.20
H -3.78335 -0.55317 -0.57800 0.12 0.15 -0.13
H -4.76040 0.30321 0.59829 -0.07 0.16 -0.13
C -0.64801 -3.17558 0.88463 -0.37 -0.32 0.23
C -0.87586 -2.61899 2.29769 -0.33 0.14 0.39
O -0.57161 -1.30673 2.46160 0.52 0.02 -0.70
H -1.36931 -2.72228 0.19981 0.18 0.13 -0.09
H -0.83835 -4.26274 0.88311 0.15 0.05 -0.06
H 0.36366 -2.96453 0.53698 0.03 -0.03 -0.05
H -0.30995 -3.25193 3.03068 0.04 -0.11 -0.14
H -1.95258 -2.81693 2.53659 0.04 -0.14 -0.04
C 0.21646 3.08890 -0.10325 0.39 0.64 -0.35
C 0.67326 2.61022 1.27870 0.43 0.10 0.18
O -0.05569 1.62253 1.81925 -0.15 -0.34 -0.32
H -0.86857 3.15803 -0.18412 -0.04 -0.16 0.13
H 0.60285 2.43717 -0.88961 -0.24 -0.20 0.01
H 0.62205 4.09819 -0.31004 -0.01 -0.13 0.03
H 0.72125 3.50735 1.94966 -0.15 0.00 -0.03
H 1.76767 2.34736 1.15287 -0.05 0.02 -0.04
C 3.33315 -1.78337 1.41826 0.47 -0.30 -0.27
C 2.86405 -0.44227 0.87469 -0.36 -0.41 0.40
C 3.71753 0.05490 -0.27186 0.46 0.34 -0.17
O 1.51000 -0.53558 0.48931 0.67 -0.01 -0.32
H 2.59663 -2.19462 2.10575 -0.05 0.13 0.07
H 4.30120 -1.66873 1.92191 -0.07 -0.04 0.08
H 3.48399 -2.50467 0.60416 -0.11 0.03 0.02
H 2.89805 0.24200 1.72677 -0.15 0.31 -0.24
H 3.33299 1.00135 -0.65690 -0.08 -0.03 0.05
H 3.75692 -0.66000 -1.10219 -0.21 -0.08 0.10
H 4.75961 0.22307 0.02694 -0.09 -0.03 0.13
H 1.42515 -0.80009 -0.43919 -0.40 0.13 -0.01
```
Positions in Å, forces in eV/Å.

Gap between HOMO and LUMO (spin up / spin down) ... 0.2062 / 0.2059 hartree
Energy relative to the best compared isomer or geometry (same formula, charge and spin) ... 9.0 kcal per mole
Multiplicity ... 4
HOMO level (spin up / spin down) ... -0.3 / -0.3 eV
Total charge ... -2
E ... -59723.2036 eV
Largest force on an atom ... 1.89 eV/A
<S²> ... 3.76

Quick look at the Mulliken charges, all values in e:
1 Co 0.865
2 C -0.929
3 C -0.739
4 O -0.023
5 H 0.392
6 H 0.178
7 H 0.091
8 H 0.209
9 H 0.245
10 C -0.486
11 C -0.435
12 O -0.771
13 H 0.307
14 H -0.317
15 H 0.319
16 H 0.178
17 H 0.288
18 C -0.803
19 C -0.363
20 O -0.698
21 H 0.078
22 H 0.483
23 H -0.006
24 H 0.313
25 H 0.284
26 C -0.774
27 C -0.257
28 O -0.734
29 H 0.095
30 H -0.080
31 H 0.513
32 H 0.339
33 H 0.032
34 C -1.547
35 C 0.513
36 C -1.455
37 O 0.220
38 H 0.313
39 H 0.427
40 H 0.317
41 H 0.333
42 H 0.299
43 H 0.363
44 H 0.405
45 H 0.016



3.
Below is a cluster of 2 separate species, C2H4F2S2 in total in a non-equilibrium geometry, with properties calculated with ωB97M-V/def2-TZVPD.

```
10
Properties=species:S:1:pos:R:3:forces:R:3
C 1.64339 0.58638 0.33880 -1.58 1.18 2.40
C -1.75377 -1.17579 -0.24229 2.02 1.50 0.21
F -2.83371 -1.81623 -0.46650 -1.52 -1.56 -1.21
F -0.63063 -1.63103 -0.84869 -1.11 -0.23 0.28
S 0.44270 1.94737 0.60440 -0.38 -0.22 -0.74
S -0.53526 1.81014 -1.09702 -0.32 0.37 0.22
H 1.12279 -0.05299 -0.30714 -0.43 -1.38 -0.48
H 1.78820 0.26463 1.38370 0.69 -0.45 -0.82
H 2.41490 1.05562 -0.16998 2.00 0.41 -0.53
H -1.65861 -0.98811 0.80471 0.63 0.36 0.67
```
Positions in Å, forces in eV/Å.

Gap between HOMO and LUMO (spin up / spin down) ... 0.3294 / 0.2674 hartree
Energy relative to the best compared isomer or geometry (same formula, charge and spin) ... 56.0 kcal per mole
HOMO level (spin up / spin down) ... -8.6 / -8.8 eV
Total charge ... 0
E ... -29241.3205 eV
Largest force on an atom ... 3.10 eV/A

Quick look at the Mulliken charges, all values in e:
1 C -0.649
2 C 0.093
3 F -0.170
4 F -0.184
5 S 0.052
6 S -0.198
7 H 0.184
8 H 0.271
9 H 0.343
10 H 0.257



> Which value of energy relative to the best compared isomer or geometry (same formula, charge and spin) does entry 2 give?

9.0 kcal per mole



> Which value of largest force on an atom does entry 3 give?

3.10 eV/A



Repeat the third record exactly.
Below is a cluster of 2 separate species, C2H4F2S2 in total in a non-equilibrium geometry, with properties calculated with ωB97M-V/def2-TZVPD.

```
10
Properties=species:S:1:pos:R:3:forces:R:3
C 1.64339 0.58638 0.33880 -1.58 1.18 2.40
C -1.75377 -1.17579 -0.24229 2.02 1.50 0.21
F -2.83371 -1.81623 -0.46650 -1.52 -1.56 -1.21
F -0.63063 -1.63103 -0.84869 -1.11 -0.23 0.28
S 0.44270 1.94737 0.60440 -0.38 -0.22 -0.74
S -0.53526 1.81014 -1.09702 -0.32 0.37 0.22
H 1.12279 -0.05299 -0.30714 -0.43 -1.38 -0.48
H 1.78820 0.26463 1.38370 0.69 -0.45 -0.82
H 2.41490 1.05562 -0.16998 2.00 0.41 -0.53
H -1.65861 -0.98811 0.80471 0.63 0.36 0.67
```
Positions in Å, forces in eV/Å.

Gap between HOMO and LUMO (spin up / spin down) ... 0.3294 / 0.2674 hartree
Energy relative to the best compared isomer or geometry (same formula, charge and spin) ... 56.0 kcal per mole
HOMO level (spin up / spin down) ... -8.6 / -8.8 eV
Total charge ... 0
E ... -29241.3205 eV
Largest force on an atom ... 3.10 eV/A

Quick look at the Mulliken charges, all values in e:
1 C -0.649
2 C 0.093
3 F -0.170
4 F -0.184
5 S 0.052
6 S -0.198
7 H 0.184
8 H 0.271
9 H 0.343
10 H 0.257



> Which of these has the lowest E?

C22H49IrN2P3SSe